C48H54Cl2GdN4O6SSe as an isolated structure in a non-equilibrium geometry, computed with the ωB97M-V functional and the def2-TZVPD basis.

As for the net charge: -1. The LUMO energy (alpha / beta) comes out at 0.41 / 0.25 eV. The spin multiplicity is 8. The value obtained for the total energy is -190963.7603 eV.

Each line ends with the Löwdin spin population.
CARTESIAN COORDINATES (ANGSTROEM)
1 Gd -0.59578 1.91663 -1.09110  7.116
2 C 3.69290 -1.27871 3.86350  -0.005
3 C 3.70229 -1.84652 2.46330  -0.009
4 C 2.79081 -3.07792 2.49871  0.001
5 C 5.15650 -2.35006 2.17189  -0.007
6 C 3.33569 -0.81824 1.43315  -0.081
7 C 2.26062 -1.06008 0.56674  0.010
8 C 1.81304 -0.01703 -0.27656  -0.101
9 N 0.68104 -0.06276 -1.00596  -0.068
10 C -0.02735 -1.19169 -1.28844  0.117
11 C 0.53692 -2.42692 -1.63969  -0.039
12 C -0.26987 -3.47266 -2.09601  0.116
13 C -1.64993 -3.23283 -2.18167  0.021
14 C -2.31783 -2.13476 -1.65449  0.072
15 C -1.48991 -1.02374 -1.38115  0.102
16 O -2.00074 0.11740 -1.11979  0.164
17 C -3.78461 -2.06630 -1.26616  0.006
18 C -3.97658 -1.50290 0.14361  0.004
19 C -4.51385 -1.16027 -2.25993  0.004
20 C -4.38500 -3.46922 -1.22712  -0.001
21 C 0.33597 -4.76827 -2.56381  0.015
22 C -0.63567 -5.95856 -2.34043  0.004
23 C 1.66117 -5.08133 -1.81006  0.001
24 C 0.65568 -4.70304 -4.07240  0.010
25 C 2.39419 1.27996 -0.18828  -0.118
26 O 1.70632 2.27567 -0.63631  -0.176
27 C 3.65919 1.45535 0.46792  -0.035
28 C 4.07113 0.40454 1.26353  -0.060
29 C 4.39813 2.76280 0.34875  -0.001
30 C 4.63772 3.18086 -1.13350  -0.001
31 C 3.59128 3.92147 1.05328  -0.001
32 C 5.79438 2.62930 1.01848  0.001
33 H 4.00418 -2.05670 4.57595  -0.001
34 H 2.64288 -0.97901 4.11781  0.000
35 H 4.32852 -0.36855 3.99859  0.000
36 H 3.07306 -3.80302 3.27397  0.000
37 H 2.80956 -3.68636 1.57051  0.000
38 H 1.72661 -2.82734 2.70361  0.000
39 H 5.34886 -3.29604 2.68587  -0.001
40 H 5.89806 -1.61904 2.56374  0.000
41 H 5.32381 -2.43232 1.09329  -0.001
42 H 1.74563 -2.00888 0.49758  0.003
43 H 1.62169 -2.56997 -1.58992  -0.004
44 H -2.24155 -3.99471 -2.68703  -0.001
45 H -3.72917 -0.44217 0.21414  0.000
46 H -3.32041 -2.05583 0.82555  0.000
47 H -5.03127 -1.55826 0.49594  0.000
48 H -4.17020 -0.10679 -2.15223  0.000
49 H -5.60625 -1.15236 -2.06224  0.001
50 H -4.40565 -1.50830 -3.32075  0.000
51 H -3.81555 -4.15037 -0.58100  0.000
52 H -4.46606 -3.96752 -2.24464  0.000
53 H -5.42477 -3.46001 -0.79791  0.000
54 H -0.93381 -6.03564 -1.27347  0.000
55 H -0.13566 -6.89177 -2.63572  0.001
56 H -1.56495 -5.85354 -2.97967  0.000
57 H 1.51964 -4.94111 -0.74638  0.000
58 H 2.47917 -4.45036 -2.14670  0.000
59 H 2.01268 -6.10461 -1.99280  0.000
60 H -0.25998 -4.57346 -4.67954  0.000
61 H 1.15592 -5.64184 -4.40843  0.002
62 H 1.31796 -3.85975 -4.35541  0.000
63 H 4.96158 0.53524 1.87453  -0.002
64 H 3.69076 3.40477 -1.68786  0.000
65 H 5.15537 2.36786 -1.71453  0.000
66 H 5.24290 4.09522 -1.17503  0.000
67 H 2.56364 4.03978 0.65040  0.000
68 H 4.05074 4.93736 0.96676  0.000
69 H 3.49511 3.76870 2.15879  0.000
70 H 6.36258 1.76321 0.61983  0.000
71 H 5.73620 2.49986 2.10220  0.000
72 H 6.40990 3.52880 0.88588  0.000
73 Cl -0.00082 3.30333 -8.93512  0.000
74 C -0.16928 2.72668 -7.37979  -0.001
75 C -0.25447 1.36806 -7.09700  0.000
76 C -0.44472 0.85871 -5.83459  -0.001
77 Cl -0.59737 -0.84876 -5.67451  0.000
78 C -0.43752 1.71949 -4.66703  0.000
79 O -0.63966 1.18745 -3.53128  -0.005
80 C -0.31919 3.15055 -4.92428  0.000
81 C -0.45291 4.04378 -3.82333  0.001
82 O -0.40927 3.72929 -2.56695  -0.013
83 C -0.18115 3.62668 -6.24487  0.001
84 H -0.04745 0.65927 -7.94264  0.000
85 H -0.49150 5.13607 -3.98165  -0.001
86 H -0.03826 4.66154 -6.45841  0.000
87 C -5.49791 -0.04291 6.43437  0.000
88 C -4.31205 0.27770 5.53814  0.000
89 C -3.01001 0.09407 6.05004  0.000
90 C -1.88686 0.29995 5.23799  0.000
91 C -2.05380 0.65671 3.88834  0.000
92 C -3.31281 0.87461 3.38954  0.000
93 C -4.44713 0.68988 4.19502  0.000
94 S -0.52208 0.67024 2.84969  0.000
95 O 0.51604 1.13311 3.75108  0.000
96 O -0.49766 -0.62410 2.20970  0.001
97 N -0.75467 1.65658 1.58356  -0.004
98 C -0.73260 2.98761 1.69648  0.001
99 C -0.74872 3.67240 2.97863  -0.001
100 C -0.87655 5.06612 2.91576  0.001
101 C -0.98973 5.75303 1.68944  -0.002
102 C -0.95880 5.01780 0.49396  -0.002
103 N -0.79337 3.69634 0.53618  -0.032
104 H -5.24709 0.36990 7.42236  0.000
105 H -5.65655 -1.11585 6.54075  0.000
106 H -6.41793 0.45646 6.13681  0.000
107 H -2.88890 -0.22349 7.06540  0.000
108 H -0.85443 0.13617 5.54782  0.000
109 H -3.46814 1.21743 2.37929  0.000
110 H -5.44004 0.80374 3.77705  0.000
111 H -0.63500 3.09687 3.87449  0.000
112 H -0.79475 5.63137 3.85399  0.000
113 H -1.11417 6.82026 1.65043  0.000
114 H -1.04080 5.47845 -0.45826  0.000
115 Se -4.14851 3.67226 -2.25667  0.002
116 C -3.99067 2.66788 -0.77041  0.000
117 N -3.74036 2.00192 0.15686  0.000